# 1
H6N2Si in the gas phase at a distorted geometry. Source: the Open Molecules 2025 dataset; level of theory: the ωB97M-V functional and the def2-TZVPD basis.

Last column: natural (NBO) charge in e.
CARTESIAN COORDINATES (ANGSTROEM)
N -1.75794 -0.01550 -0.42760  -0.70
N -0.41474 0.70789 0.47143  -0.94
Si 1.09802 -0.02538 -0.04723  1.04
H -2.43217 0.10478 0.35400  0.35
H -1.63762 -1.05977 -0.55064  0.34
H -0.85376 1.63762 0.61249  0.40
H 1.23769 -0.53616 -1.50170  -0.14
H 1.39660 -0.76009 1.15591  -0.17
H 2.03531 1.02098 0.33571  -0.19

Total energy = -10952.1500 eV
Orbital gap = 9.91 eV
HOMO level = -8.905 eV
LUMO = 1.00 eV
SMILES string = NN[SiH3]
Molar mass = 62.148 g mol⁻¹
Total charge = 0

# 2
A molecular structure, C39H41AsCaN2O6PS2 at a distorted geometry. Source: the Open Molecules 2025 dataset; level of theory: the ωB97M-V functional and the def2-TZVPD basis.

Last column: Mulliken charge in e.
CARTESIAN COORDINATES (ANGSTROEM)
Ca 0.06360 -0.23818 -0.70204  1.54
C -1.43358 3.37357 -0.11504  -0.04
O -0.59821 3.36622 -1.26282  -0.13
C -1.30147 3.21354 -2.46784  -1.15
C -1.63938 1.74311 -2.76022  -0.56
O -0.56718 0.86104 -2.54523  1.16
C 0.47607 0.83915 -3.49560  -0.95
C 1.65258 1.71487 -3.08473  -0.75
O 2.13782 1.25637 -1.84410  0.12
C 3.22579 2.02314 -1.39048  -0.79
H -2.07378 2.49069 -0.06933  0.13
H -0.76889 3.37316 0.74807  -0.18
H -2.05391 4.27970 -0.11316  0.36
H -2.23468 3.79709 -2.45633  0.46
H -0.65783 3.61716 -3.25560  0.32
H -2.41311 1.40210 -2.06999  0.09
H -2.01731 1.65777 -3.79005  0.49
H 0.82016 -0.20212 -3.48931  0.16
H 0.11797 1.12560 -4.49151  0.52
H 2.43688 1.64367 -3.85664  0.48
H 1.35362 2.76973 -2.99277  0.29
H 4.08418 1.90894 -2.06500  0.29
H 2.96075 3.08796 -1.32811  0.33
H 3.49158 1.66207 -0.39704  0.09
O -3.70565 -0.03933 1.05888  -0.77
C -3.01878 -0.34424 0.09264  -0.06
O -1.84473 0.06724 -0.16472  -0.59
C -3.60995 -1.28258 -0.99147  -1.11
P -2.21668 -1.78008 -2.10426  0.89
C -3.27640 -2.72481 -3.29791  0.51
C -3.91117 -3.92083 -2.97370  -0.40
C -4.75201 -4.54058 -3.88029  -0.68
C -4.96824 -3.97953 -5.12981  -0.51
C -4.32829 -2.79979 -5.47017  -0.56
C -3.48818 -2.17987 -4.55971  -0.51
C -1.54152 -3.23571 -1.22929  0.66
C -1.82375 -3.56083 0.09137  -0.20
C -1.30540 -4.72100 0.64809  -0.67
C -0.49102 -5.55533 -0.09940  -0.57
C -0.17106 -5.21369 -1.40641  -0.69
C -0.69316 -4.06292 -1.96425  -0.79
H -4.31371 -0.70333 -1.59922  0.55
H -4.16191 -2.12032 -0.55792  0.56
H -3.74665 -4.36881 -2.00244  0.34
H -5.24552 -5.46522 -3.61132  0.40
H -5.63271 -4.46264 -5.83350  0.36
H -4.48361 -2.36465 -6.44838  0.39
H -2.98568 -1.25692 -4.82414  0.32
H -2.43879 -2.90929 0.69700  0.13
H -1.54886 -4.98004 1.67046  0.41
H -0.10616 -6.46990 0.33273  0.36
H 0.48830 -5.84506 -1.98540  0.43
H -0.44453 -3.79051 -2.98106  0.44
S 3.32608 -1.82103 1.66608  -0.50
C 4.05898 -0.27794 2.14728  0.72
C 5.39946 -0.34039 2.51811  -0.75
C 6.06746 0.78950 2.94588  -0.56
C 5.39246 1.99738 2.97879  -0.84
C 4.06566 2.05656 2.58619  -0.44
C 3.35087 0.93223 2.17611  -0.43
As 1.43766 1.05589 1.61008  1.81
C 0.48538 0.29682 3.13555  0.40
C 1.15458 -0.20722 4.24650  -0.04
C 0.45871 -0.78672 5.29485  -0.72
C -0.92356 -0.87777 5.24082  -0.59
C -1.60215 -0.37062 4.14289  -0.62
C -0.90261 0.21959 3.10292  -0.24
C 1.27437 3.04428 2.50465  -0.36
C 1.54323 4.16149 1.70933  0.30
C 1.48731 5.45142 2.21295  -0.65
C 1.13992 5.66332 3.53850  -0.61
C 0.83081 4.57581 4.33857  -0.60
C 0.89994 3.28955 3.82399  -0.57
H 5.90595 -1.29504 2.46967  0.40
H 7.10158 0.72646 3.25807  0.35
H 5.89224 2.89629 3.31390  0.40
H 3.55910 3.01107 2.61393  0.29
H 2.23721 -0.14723 4.29920  0.26
H 0.99591 -1.16158 6.15768  0.42
H -1.47006 -1.32582 6.06171  0.35
H -2.68215 -0.42399 4.09413  0.49
H -1.45027 0.61719 2.25729  0.13
H 1.81195 4.00120 0.66647  0.17
H 1.71790 6.29824 1.57740  0.41
H 1.11041 6.66648 3.94615  0.32
H 0.54044 4.73011 5.37110  0.39
H 0.66330 2.45021 4.46931  0.28
O 2.91930 -2.60811 -3.34585  -0.67
S 2.41604 -2.17843 -2.01347  0.35
N 1.06748 -1.58380 -2.00902  -0.85
N 0.77977 -1.77529 0.80139  -0.22
C 1.77291 -1.11932 1.22925  0.06
H 0.87055 -2.78661 0.68008  -0.02

Total energy = -166611.7538 eV
Orbital gap = 6.65 eV
HOMO level = -4.220 eV
LUMO = 2.43 eV
Molar mass = 843.873 g mol⁻¹
Total charge = -1

# 3
A molecular structure, C36H27AsLuN5O2S2 at a distorted geometry. Source: the Open Molecules 2025 dataset; level of theory: the ωB97M-V functional and the def2-TZVPD basis.

Last column: Mulliken charge in e.
CARTESIAN COORDINATES (ANGSTROEM)
Lu -1.61538 -1.01999 -0.50222  1.75
C 2.33333 -3.47493 -0.66585  -1.50
C 0.85649 -3.56031 -0.45946  1.14
C 0.26508 -3.78204 0.80988  -0.46
C -1.14258 -3.76310 0.99222  -0.02
C -1.99937 -3.64221 -0.17239  -0.52
C -1.44739 -3.55898 -1.42428  -0.58
C -0.02993 -3.45055 -1.57085  -0.53
S -3.77371 -3.42326 -0.03217  1.36
O -4.60739 -4.05365 -1.04731  -0.69
O -4.12481 -3.48546 1.36791  -0.71
N -3.72920 -1.81633 -0.39536  -0.51
C -4.79797 -1.10919 -0.32442  0.48
C -6.13750 -1.45846 -0.49561  -0.45
C -7.14841 -0.49963 -0.25588  -0.75
C -6.82640 0.74894 0.26589  -0.56
C -5.49851 1.19752 0.34205  0.48
C -5.17645 2.55843 0.53862  -0.52
C -3.88601 2.92982 0.17659  -0.98
C -2.93192 1.99402 -0.22192  0.00
N -3.22303 0.66563 -0.31332  -0.08
C -4.49671 0.29845 -0.13392  0.02
H 2.90774 -2.78248 0.01830  0.16
H 2.53992 -3.13604 -1.68166  0.36
H 2.84069 -4.44273 -0.59586  0.42
H 0.86498 -3.70693 1.72672  0.38
H -1.54974 -3.90821 1.99444  0.49
H -2.07650 -3.52118 -2.31503  0.32
H 0.42816 -3.34204 -2.57120  0.36
H -6.31863 -2.46169 -0.87767  0.55
H -8.19758 -0.76970 -0.50697  0.35
H -7.65818 1.40479 0.60131  0.29
H -5.91480 3.18614 1.01602  0.43
H -3.69568 4.01296 0.04440  0.37
H -1.92312 2.34461 -0.46803  0.43
S -0.84253 0.50804 1.48201  -0.52
C 0.55295 -0.17322 2.09735  0.42
C 0.47992 -1.08620 3.20672  -0.72
C 1.62606 -1.57984 3.82365  -0.82
C 2.86975 -1.28159 3.28720  -0.74
C 3.00916 -0.44673 2.14071  -0.17
C 1.89408 0.14924 1.55808  0.31
As 1.75910 1.29371 -0.09259  0.83
C 2.15055 3.10747 0.48818  -0.30
C 2.73348 4.02496 -0.36581  -0.09
C 3.16375 5.24858 0.05033  -0.53
C 3.03687 5.60012 1.38551  -0.42
C 2.42072 4.75248 2.23120  -0.64
C 1.91943 3.49242 1.79583  -0.12
C 3.66342 0.93443 -0.62693  -0.10
C 3.79265 -0.05592 -1.58818  -0.48
C 5.04816 -0.52129 -1.98356  -0.55
C 6.19597 -0.00968 -1.41873  -0.62
C 6.04590 0.96870 -0.45101  -0.44
C 4.82929 1.53391 -0.11093  -0.50
H -0.56543 -1.31443 3.46173  0.42
H 1.49123 -2.21005 4.71163  0.36
H 3.72273 -1.68666 3.77125  0.43
H 4.01450 -0.39938 1.76331  0.41
H 2.70069 3.88689 -1.45068  0.35
H 3.40260 5.99389 -0.70293  0.38
H 3.33093 6.58637 1.78008  0.35
H 2.18753 5.00096 3.26102  0.37
H 1.53563 2.78096 2.54512  0.32
H 2.88800 -0.42946 -2.03513  0.54
H 5.11158 -1.23277 -2.78847  0.41
H 7.15906 -0.31469 -1.75147  0.44
H 6.93606 1.43025 -0.03661  0.37
H 4.76630 2.37135 0.54247  0.43
N -1.26876 -0.35436 -2.52017  -0.52
C -1.10112 0.04868 -3.61125  0.58
N -0.99615 0.59220 -4.74238  -0.68
C -1.98178 0.70419 -5.56235  0.47
N -2.79169 0.91423 -6.40719  -0.55

Total energy = -165445.4132 eV
Orbital gap = 6.75 eV
HOMO level = -7.815 eV
LUMO = -1.06 eV
Molar mass = 875.668 g mol⁻¹
Total charge = 0

# 4
C5H8O2 in the gas phase. Source: the Open Molecules 2025 dataset; level of theory: the ωB97M-V functional and the def2-TZVPD basis.

Last column: natural (NBO) charge in e.
CARTESIAN COORDINATES (ANGSTROEM)
O -0.32483 2.35927 1.81423  -0.70
C -0.65903 1.56040 0.70564  -0.27
C 0.50307 1.00102 0.04548  0.21
C 0.41310 -1.77056 0.29395  -0.62
C 0.58693 -1.23179 -1.13045  -0.50
C 0.34217 0.26040 -1.16883  0.38
O 0.15854 0.93400 -2.18028  -0.57
H -1.12745 2.80138 2.11651  0.47
H -1.14318 2.13836 -0.11430  0.25
H -1.38520 0.76384 0.97027  0.21
H 0.87202 -1.08076 1.01732  0.22
H 0.89666 -2.74307 0.42371  0.23
H -0.64836 -1.88212 0.54986  0.21
H -0.09250 -1.70797 -1.84501  0.24
H 1.60807 -1.40240 -1.49811  0.24

Total energy = -9405.8887 eV
Orbital gap = 8.50 eV
HOMO level = -9.140 eV
LUMO = -0.64 eV
Molar mass = 100.117 g mol⁻¹
Total charge = 0

# 5
A gas-phase ion, C11H19N2O (charge +1) at a distorted geometry. Source: the Open Molecules 2025 dataset; level of theory: the ωB97M-V functional and the def2-TZVPD basis.

Last column: natural (NBO) charge in e.
CARTESIAN COORDINATES (ANGSTROEM)
C 3.42485 0.03974 -0.50654  -0.42
N 2.08002 -0.48788 -0.28868  -0.47
C 1.78070 -1.53030 -1.25878  -0.42
C 1.09655 0.46899 0.16726  0.12
C -0.31788 0.08902 -0.14082  -0.04
C -0.86485 -1.15338 0.23607  -0.25
C -2.15775 -1.45180 -0.20747  -0.19
C -2.92150 -0.44453 -0.81670  0.01
C -4.37646 -0.65916 -1.08526  -0.64
C -2.38285 0.80404 -1.11812  -0.19
C -1.10269 1.11816 -0.67137  -0.21
H 4.07492 -0.72727 -0.93909  0.23
H 3.50458 0.92090 -1.15900  0.19
H 3.83419 0.33248 0.45667  0.21
H 2.67743 -1.77916 -1.83932  0.23
H 1.49529 -2.45254 -0.73466  0.20
H 0.98621 -1.33192 -1.99280  0.21
H 1.45414 1.47083 -0.15673  0.21
H -0.26600 -1.90839 0.76742  0.22
H -2.58468 -2.46460 -0.05660  0.24
H -4.83025 0.25144 -1.50340  0.22
H -4.57849 -1.43939 -1.83160  0.24
H -4.97191 -0.96602 -0.20798  0.24
H -3.01091 1.53246 -1.63627  0.23
H -0.65743 2.09934 -0.85958  0.22
C 0.76565 2.09873 2.15139  -0.43
N 0.97397 0.66153 1.70062  -0.10
O 2.23904 0.25217 2.24167  -0.53
H 1.11579 2.72218 1.32277  0.23
H -0.30398 2.29139 2.35351  0.25
H 1.36859 2.25315 3.06463  0.27
H 0.26148 0.09634 2.21882  0.44
H 2.19423 -0.70656 2.32993  0.49

Total energy = -16733.7932 eV
Orbital gap = 9.41 eV
HOMO level = -12.445 eV
LUMO = -3.03 eV
SMILES string = Cc1ccc([C@H](N(C)C)[N@H+](C)O)cc1
Molar mass = 195.286 g mol⁻¹
Total charge = +1